Entry from OMol25: a 2-piece molecular cluster, C27H58N3O8P2 overall (ωB97M-V/def2-TZVPD).

Output
Net charge: +1

Positions of all 98 atoms, in Å:
C1 7.7787 -0.9842 2.8174
C2 8.3198 -1.7184 1.5991
O1 7.2914 -2.3534 0.8093
P1 6.5010 -1.6102 -0.3507
O2 7.0101 -1.8303 -1.7018
C3 6.3924 0.1687 -0.0195
C4 5.2868 0.6527 0.9389
C5 4.2104 1.4233 0.1978
C6 3.0997 1.9752 1.1053
C7 1.7564 1.4394 0.5434
C8 0.8404 2.5595 0.0180
C9 -0.6237 2.1409 -0.2540
P2 -1.6767 3.1628 0.7926
O3 -1.4002 2.9628 2.2259
O4 -3.1826 2.9344 0.3540
C10 -4.1111 2.2783 1.2466
C11 -3.6725 0.8933 1.6874
O5 -1.3222 4.5893 0.2039
C12 -2.1121 5.7145 0.6920
C13 -3.1511 6.1554 -0.3341
C14 2.1802 0.4704 -0.5147
C15 1.3667 -0.4683 -1.3227
C16 0.8900 -1.6919 -0.5044
C17 0.4385 -2.8259 -1.4312
C18 -0.9607 -2.6897 -2.0343
C19 -2.1074 -2.6964 -1.0069
C20 -2.9762 -3.9512 -1.1087
C21 -4.1775 -3.9133 -0.1653
C22 -5.0118 -5.2039 -0.1788
C23 -5.5439 -5.6379 1.1885
O6 -6.9209 -5.3151 1.2706
C24 -7.5917 -6.0113 2.3003
N1 3.4549 0.5180 -0.6830
O7 4.9967 -2.1480 -0.1807
C25 4.4752 -2.6587 1.0663
C26 4.4165 -4.1692 1.0407
H1 8.4844 -1.0881 3.6438
H2 7.6370 0.0846 2.6500
H3 6.8450 -1.4399 3.1527
H4 8.9606 -2.5393 1.9186
H5 8.9305 -1.0751 0.9604
H6 7.3640 0.5865 0.2490
H7 6.1812 0.5514 -1.0255
H8 4.7948 -0.1705 1.4602
H9 5.6967 1.3057 1.7127
H10 4.6480 2.2252 -0.4032
H11 3.1022 3.0633 1.1490
H12 3.2179 1.6095 2.1278
H13 1.1914 0.8937 1.3084
H14 0.8406 3.3192 0.8030
H15 1.2878 3.0358 -0.8599
H16 -0.9139 2.2634 -1.2989
H17 -0.7830 1.0951 0.0278
H18 -4.2964 2.9258 2.1055
H19 -5.0395 2.2185 0.6795
H20 -3.0250 0.9453 2.5638
H21 -4.5550 0.3106 1.9506
H22 -3.1225 0.3908 0.8880
H23 -1.3885 6.4974 0.9187
H24 -2.5801 5.4379 1.6409
H25 -3.2796 5.3808 -1.0894
H26 -4.1216 6.2774 0.1495
H27 -2.8879 7.0887 -0.8271
H28 1.9871 -0.8380 -2.1441
H29 0.5141 0.0664 -1.7509
H30 1.7433 -2.0632 0.0772
H31 0.1269 -1.3965 0.2211
H32 1.1669 -2.8926 -2.2474
H33 0.5086 -3.7721 -0.8846
H34 -0.9982 -1.7716 -2.6324
H35 -1.1039 -3.5217 -2.7292
H36 -2.7552 -1.8305 -1.1822
H37 -1.7344 -2.5961 0.0196
H38 -2.3680 -4.8369 -0.8873
H39 -3.3387 -4.0360 -2.1396
H40 -4.8031 -3.0675 -0.4700
H41 -3.8228 -3.6814 0.8461
H42 -5.9022 -5.0265 -0.7869
H43 -4.4473 -6.0187 -0.6392
H44 -5.0087 -5.1230 2.0009
H45 -5.4061 -6.7161 1.3422
H46 -8.4707 -5.4337 2.5875
H47 -7.9129 -7.0030 1.9589
H48 -6.9590 -6.1327 3.1884
H49 3.9061 -0.0535 -1.3924
H50 5.0849 -2.3247 1.9062
H51 3.4795 -2.2202 1.1941
H52 3.7256 -4.5308 0.2782
H53 5.4097 -4.5854 0.8689
H54 4.0664 -4.5234 2.0145
C27 -4.3589 7.5457 -4.0070
O8 -4.5991 6.8994 -3.0018
N2 -3.1110 7.5888 -4.5692
N3 -5.3142 8.2791 -4.6506
H55 -2.8930 8.1152 -5.3933
H56 -2.3882 7.0596 -4.1203
H57 -6.2385 8.2682 -4.2620
H58 -5.1372 8.8179 -5.4766

Entry from OMol25: one molecule with the formula C5H7N3O2 (ωB97M-V/def2-TZVPD).

Output
Energy relative to the best compared isomer or geometry (same formula, charge and spin), kJ/mol: 158.52
Net charge: 0

Positions of all 17 atoms, in Å:
H1 3.3402 -1.7393 0.2450
N1 2.6807 -1.0273 0.2186
C1 2.9759 0.1247 -0.1273
C2 1.9686 1.1612 -0.0286
C3 0.5981 0.9414 0.1311
N2 0.1950 -0.3936 0.2983
C4 -1.1869 -0.7622 0.2237
O1 -1.5176 -1.9216 0.4017
C5 -2.5068 0.3120 0.1573
N3 -3.4671 -0.2946 -0.4716
O2 -2.4637 1.4444 0.4685
H2 3.9311 0.5223 -0.3018
H3 2.3703 2.0678 -0.3379
H4 -0.1764 1.7055 0.0645
H5 0.9032 -1.0756 0.6972
H6 -3.3551 -1.2295 -0.9029
H7 -4.2894 0.1643 -0.7358

Taking the records one at a time from the top gives M values of 614.72, 141.13 g mol⁻¹.
Taking the records one at a time from the top gives total energy values of -68367.6409, -13862.5452 eV.